(1)
The following is a quantum chemistry calculation of a structure of composition C7H7O5SY in a non-equilibrium geometry, from the OMol25 dataset.

HOMO level (spin up / spin down) ... -17.205 / -16.112 eV
Relative energy (zero: lowest compared OMol25 entry of this formula, charge and spin) ... 6.0 kcal per mole

ORCA input file:
```
! wB97M-V def2-TZVPD RIJCOSX def2/J DEFGRID3
* xyz 2 1
O -3.5985 -4.0370 -1.2400
C -2.9265 -3.2041 -0.8509
Y 0.8151 -0.4156 -0.0709
C 2.5344 0.6104 -0.9590
O 3.2076 1.2009 -1.7080
C 0.9271 -1.4935 -2.3777
O 1.7716 -1.8622 -3.1913
C 0.0803 -0.0719 -2.4623
O -0.6095 0.4539 -3.2422
C 2.9077 -1.6519 -0.2297
O 3.9287 -2.1419 -0.5720
H 0.6424 -2.0524 -1.2777
C -0.1997 1.2063 3.0737
S -0.2045 1.7439 1.3623
C -1.9905 2.0473 0.9153
H 0.4237 0.3295 3.2672
H -1.2089 0.9680 3.3808
H 0.2280 2.0467 3.6349
H -2.4063 1.1256 0.3798
H -2.4675 2.2506 1.8966
H -1.8548 2.9475 0.2712
*
```

***

(2)
The following is a quantum chemistry calculation of a structure of composition C7H7O6OsS in a non-equilibrium geometry, from the OMol25 dataset.

HOMO level (spin up / spin down) ... -21.406 / -22.631 eV
Relative energy (zero: lowest compared OMol25 entry of this formula, charge and spin) ... 0.0 kcal per mole

ORCA input file:
```
! wB97M-V def2-TZVPD RIJCOSX def2/J DEFGRID3
* xyz 3 5
O -4.2772 0.7962 -0.3636
C -3.1297 0.6031 -0.2864
Os -1.3302 0.1826 -0.0733
O -1.0972 -2.3886 1.6088
C -1.0382 -1.4181 0.9803
C 0.2725 1.4116 -0.9661
O 1.4484 1.5106 -1.0939
C -1.0836 1.4337 1.4623
O -0.9998 2.1078 2.3904
C -1.1868 -0.7746 -1.8131
O -1.1791 -1.3671 -2.7980
H -0.3574 2.1978 -1.4401
C 3.3557 -1.8781 2.3670
S 2.8090 -0.9347 0.9484
C 3.5562 -1.9235 -0.3375
O 1.3157 -1.1349 0.8597
H 4.4437 -1.9463 2.3557
H 2.8929 -2.8656 2.3447
H 3.0305 -1.3240 3.2507
H 3.1415 -2.9350 -0.3100
H 3.3402 -1.4494 -1.2990
H 4.6401 -1.9565 -0.2039
*
```

***

(3)
The following is a quantum chemistry calculation of the molecule C7H8 in a non-equilibrium geometry, from the OMol25 dataset.

HOMO level ... -9.928 eV
Relative energy (zero: lowest compared OMol25 entry of this formula, charge and spin) ... 110.9 kcal per mole
Structure (SMILES) ... C#CC[C@H](C)C#C

ORCA input file:
```
! wB97M-V def2-TZVPD RIJCOSX def2/J DEFGRID3
* xyz 0 1
C -0.3753 -1.3970 -0.1426
C -0.1718 0.0506 0.5730
C 0.4945 1.2222 -0.2075
C 1.9133 0.9604 -0.4526
C 3.0736 0.6906 -0.6249
C -1.6211 0.2770 0.7611
C -2.7608 -0.0909 0.6073
H -1.0169 -1.1479 -0.9898
H 0.3437 -2.1406 -0.5255
H -0.9577 -1.9294 0.6130
H 0.3330 0.0040 1.5518
H -0.0333 1.3837 -1.1539
H 0.4062 2.1796 0.3373
H 4.0994 0.4501 -0.7921
H -3.7268 -0.5123 0.4454
*
```

***

Let's list E_tot in order: -29465.1807; -32921.3051; -7383.9384 eV.